Molecular formula: C30H82N4O28P6
Method: DFT, ωB97M-V with the def2-TZVPD basis set

```
! RIJCOSX wB97M-V def2-TZVPD def2/J DEFGRID3
* xyz 0 1
C 1.68858 2.98488 -5.08761
O 0.39201 2.64140 -4.71222
P -0.08556 2.85721 -3.10327
O 0.55624 1.88799 -2.17814
O -1.72447 2.79650 -3.19290
C -2.39873 2.57636 -1.95621
O 0.20819 4.40226 -2.71426
C 0.15641 5.40084 -3.79059
H 1.50182 3.55438 -5.99804
H 2.26632 2.17041 -5.52463
H 2.22479 3.60319 -4.36770
H -2.17150 1.65462 -1.42061
H -3.47147 2.70654 -2.09899
H -2.15218 3.35562 -1.23505
H -0.19406 5.13879 -4.78889
H 1.14330 5.86357 -3.78447
H -0.52593 6.19466 -3.48669
C 5.93171 -4.49851 1.36857
O 6.89007 -3.45503 1.41195
P 6.61853 -2.20056 2.41650
O 7.85943 -1.46130 2.74869
O 5.92718 -2.96060 3.71442
C 6.64463 -3.71080 4.61984
O 5.35688 -1.33732 1.88357
C 4.87214 -1.39934 0.53561
H 4.96892 -4.18579 1.77272
H 6.40088 -5.33492 1.88665
H 5.77555 -4.86051 0.35236
H 7.73186 -3.63706 4.59550
H 6.44595 -4.76708 4.43840
H 6.34453 -3.28092 5.57548
H 3.87817 -1.84386 0.48529
H 5.52175 -1.88443 -0.19294
H 4.73494 -0.38689 0.15586
C 5.03806 3.30446 -5.15725
O 4.49478 2.13052 -4.61494
P 5.30265 1.31109 -3.44373
O 5.51468 2.07135 -2.16085
O 6.60141 0.71992 -4.18055
C 7.25307 -0.25111 -3.39177
O 4.39339 0.04181 -3.23622
C 3.13807 0.09630 -2.49725
H 5.56619 3.21695 -6.10675
H 5.83244 3.69699 -4.52246
H 4.27679 4.08132 -5.22840
H 7.36561 0.03679 -2.34652
H 8.22794 -0.19915 -3.87657
H 6.88765 -1.26345 -3.56424
H 2.96896 1.07796 -2.05468
H 3.14251 -0.67406 -1.72613
H 2.27418 -0.10647 -3.13024
C -3.08036 -4.58129 -2.47781
O -3.48520 -4.76405 -1.16115
P -3.92254 -3.47287 -0.26021
O -2.85037 -2.70353 0.33834
O -4.92743 -2.66342 -1.19496
C -5.55933 -1.59275 -0.66705
O -4.97703 -4.21823 0.77282
C -5.94217 -5.04686 0.29775
H -3.42444 -5.49543 -2.96161
H -1.99738 -4.47055 -2.42305
H -3.46458 -3.72860 -3.03762
H -5.26689 -1.22516 0.31654
H -6.64043 -1.73185 -0.66522
H -5.24958 -0.77212 -1.31413
H -6.56072 -4.70989 -0.53407
H -6.68285 -5.25073 1.07101
H -5.55337 -6.00650 -0.04285
C 1.29130 3.79893 2.03045
O 0.90926 5.12721 1.72535
P -0.62594 5.58613 1.92035
O -1.58628 4.62266 1.38610
O -0.74267 5.93211 3.49884
C -2.05359 6.19872 4.02149
O -0.70971 7.03102 1.20036
C -0.36740 7.11133 -0.12517
H 2.33570 3.58567 1.80271
H 0.66764 2.98804 1.65414
H 1.20027 3.75198 3.11562
H -1.97788 7.04916 4.69907
H -2.41400 5.34197 4.59086
H -2.79962 6.34823 3.24098
H -1.30581 7.34408 -0.62849
H -0.03517 6.15507 -0.52924
H 0.46719 7.78153 -0.33108
C 1.14460 -0.82448 -5.68061
O 0.04299 -0.57746 -4.92481
P -0.51511 -1.70546 -3.94039
O -0.96432 -3.02210 -4.53921
O 0.69556 -1.76440 -2.84836
C 0.58816 -2.58781 -1.69144
O -1.71980 -0.86285 -3.10356
C -3.03105 -0.69130 -3.63872
H 1.86997 -0.02484 -5.53056
H 0.64652 -0.89191 -6.64781
H 1.64803 -1.78341 -5.55770
H 1.30671 -3.39469 -1.54751
H -0.31273 -3.19236 -1.79632
H 0.39869 -2.08856 -0.74120
H -3.78172 -1.16556 -3.00653
H -3.14815 -1.21043 -4.58998
H -3.26621 0.36249 -3.78819
C -3.85914 -1.63436 3.53166
N -3.41490 -0.97443 4.74219
C -2.33438 -1.69020 5.50749
C -3.48657 0.38641 4.83812
O -2.79013 1.03816 5.60314
H -4.43213 -0.96683 2.88808
H -4.52644 -2.45948 3.78058
H -3.08096 -2.06696 2.90286
H -1.46243 -1.94832 4.90650
H -1.98533 -1.06525 6.32951
H -2.62143 -2.64487 5.94831
H -4.22371 0.84064 4.15803
C -4.96103 3.54470 3.45543
N -5.23057 2.51424 2.46615
C -4.06033 2.18433 1.60093
C -6.47304 1.91044 2.40666
O -6.71192 1.04711 1.60474
H -5.88578 3.87036 3.93173
H -4.49986 4.41485 2.98826
H -4.27101 3.15874 4.20576
H -4.38737 1.41809 0.89806
H -3.60997 3.06077 1.13497
H -3.30725 1.61446 2.14520
H -7.11935 2.21529 3.24425
C -0.62382 -4.29554 2.51299
N 0.41102 -4.43804 1.55480
C 0.22025 -5.58171 0.62821
C 1.53060 -3.73555 1.53174
O 2.55876 -3.94973 0.84364
H -1.51418 -4.28966 1.88421
H -0.50419 -3.36624 3.06994
H -0.60546 -5.06748 3.28232
H -0.78435 -5.52896 0.20858
H 0.86587 -5.66456 -0.24610
H 0.13563 -6.55660 1.10833
H 1.60127 -2.98647 2.33553
C -0.84393 -0.47884 1.49721
N 0.39532 0.18939 1.77466
C 0.68632 0.42949 3.16763
C 1.28428 0.61044 0.79524
O 2.38500 1.11696 1.13353
H -0.94967 -0.62740 0.42257
H -1.74936 0.05032 1.79433
H -0.84002 -1.36935 2.12575
H 0.18523 1.32584 3.53307
H 0.40242 -0.39373 3.82322
H 1.74071 0.61634 3.37127
H 0.88128 0.45286 -0.21717
*
```

* orbital gap: 0.347 Ha
* ΔE to the lowest compared entry with this formula, charge and spin: 65.3 kcal/mol
* SMILES: COP(=O)(OC)OC.COP(=O)(OC)OC.COP(=O)(OC)OC.COP(=O)(OC)OC.COP(=O)(OC)OC.COP(=O)(OC)OC.CN(C)C=O.CN(C)C=O.CN(C)C=O.CN(C)C=O

Atom charges from the Mulliken analysis, given in e for atoms 1 to 4: number 1, C, carries -0.883; number 2, O, carries -0.440; number 3, P, carries 0.357; number 4, O, carries 0.186

---

Molecular formula: C3H7O2S
Method: DFT, ωB97M-V with the def2-TZVPD basis set

```
! RIJCOSX wB97M-V def2-TZVPD def2/J DEFGRID3
* xyz -1 1
O -0.07619 0.02908 2.82117
C 0.00402 -0.24742 1.68225
C 1.16328 0.30222 0.70174
C 0.80287 0.03950 -0.84121
S -0.07915 -1.50718 -1.10658
H -0.53726 -1.05857 1.18023
H 1.38424 1.31486 1.02884
H 2.15822 -0.16764 0.71748
H 0.28092 0.83374 -1.32385
H 1.73012 -0.10557 -1.42662
H -2.55483 -0.47060 -0.75200
H -1.72534 0.53326 -1.66831
O -2.55092 0.50433 -1.01312
*
```

* orbital gap: 0.251 Ha
* ΔE to the lowest compared entry with this formula, charge and spin: 42.3 kcal/mol

Atom charges from the natural (NBO) analysis, given in e for atoms 1 to 4: number 1, O, carries -0.574; number 2, C, carries 0.455; number 3, C, carries -0.552; number 4, C, carries -0.528

---

Molecular formula: C5H7NO
Method: DFT, ωB97M-V with the def2-TZVPD basis set

```
! RIJCOSX wB97M-V def2-TZVPD def2/J DEFGRID3
* xyz 0 1
O 1.55772 -2.05240 1.26838
C 1.51948 -0.76562 0.82224
C 0.80325 -0.45149 -0.24445
C -0.50225 -0.50117 -0.86848
C -1.43857 0.41370 -0.05661
C -0.37933 1.52567 -0.26017
N 0.48126 0.63173 -1.08195
H 1.26083 -2.54806 0.49129
H 2.11705 -0.07892 1.41225
H -0.82513 -1.17832 -1.65523
H -1.65613 0.11102 0.97205
H -2.37394 0.63468 -0.57469
H 0.15670 1.88142 0.62534
H -0.72095 2.37775 -0.84997
*
```

* orbital gap: 0.343 Ha
* ΔE to the lowest compared entry with this formula, charge and spin: 88.2 kcal/mol
* SMILES: O/C=C1\[C@H]2CCN12

Atom charges from the natural (NBO) analysis, given in e for atoms 1 to 4: number 1, O, carries -0.667; number 2, C, carries 0.122; number 3, C, carries -0.039; number 4, C, carries -0.095

---

Molecular formula: C24H20Br2N5O2Pd
Method: DFT, ωB97M-V with the def2-TZVPD basis set

```
! RIJCOSX wB97M-V def2-TZVPD def2/J DEFGRID3
* xyz 3 1
Pd -0.14328 0.12704 0.17508
Br 0.43780 3.28565 5.96534
C 0.21293 2.40361 4.35274
C -0.92158 1.62850 4.11842
C -1.04518 0.98958 2.90573
N -0.11261 1.09504 1.95216
C 0.98249 1.85831 2.15431
C 1.17283 2.52155 3.34754
C 1.89074 1.94016 0.99561
C 3.06738 2.65284 0.98092
C 3.83174 2.69498 -0.18722
Br 5.41911 3.64309 -0.22837
C 3.37675 2.01551 -1.31392
C 2.19799 1.31092 -1.23438
N 1.47557 1.25998 -0.10403
H -1.69398 1.52983 4.86777
H -1.91247 0.38820 2.66854
H 2.04652 3.13488 3.51081
H 3.40477 3.18038 1.86067
H 3.93075 2.03226 -2.24186
H 1.82106 0.76966 -2.09043
C 2.19770 -3.94115 -2.82412
C 1.15061 -3.53913 -3.65032
C 0.34016 -2.48102 -3.28943
C 0.59147 -1.82958 -2.07920
C 1.63432 -2.22495 -1.24348
C 2.43948 -3.28550 -1.62440
N -0.19304 -0.70991 -1.68984
N -0.99745 -0.20885 -2.49217
C -1.67177 0.90246 -2.01137
C -2.59644 1.58427 -2.79387
C -3.21417 2.71524 -2.27479
C -2.90653 3.16180 -1.00051
C -1.97302 2.49313 -0.18893
C -1.40057 1.38031 -0.72523
H 2.82837 -4.76823 -3.12133
H 0.96997 -4.05434 -4.58376
H -0.46948 -2.15912 -3.92840
H 1.82978 -1.71840 -0.30661
H 3.25609 -3.59752 -0.98810
H -2.81038 1.22105 -3.79093
H -3.93357 3.25685 -2.87306
H -3.38282 4.05136 -0.60909
H -1.74376 2.87332 0.79591
N -2.99334 -3.41256 1.35568
C -1.56541 -3.31162 1.82980
C -0.90132 -2.03712 1.33548
O -1.63913 -1.19957 0.67112
O 0.28427 -1.83365 1.55838
H -3.65604 -3.47965 2.13202
H -3.14405 -4.23393 0.76467
H -3.22466 -2.57382 0.80696
H -1.00222 -4.16854 1.46588
H -1.54240 -3.33361 2.91764
*
```

* orbital gap: 0.247 Ha
* ΔE to the lowest compared entry with this formula, charge and spin: 1.1 kcal/mol

Atom charges from the natural (NBO) analysis, given in e for atoms 1 to 4: number 1, Pd, carries 1.199; number 2, Br, carries 0.269; number 3, C, carries -0.021; number 4, C, carries -0.244

---

Molecular formula: CEuF3MgNO4S3
Method: DFT, ωB97M-V with the def2-TZVPD basis set

```
! RIJCOSX wB97M-V def2-TZVPD def2/J DEFGRID3
* xyz 0 8
Eu 1.00993 -1.08937 0.50550
N -0.88703 -0.44027 1.43836
S -1.90656 0.57751 1.08072
O -1.86983 1.40662 -0.20913
C -3.47819 -0.31339 0.61399
F -4.33801 -0.25522 1.61944
F -3.17483 -1.58698 0.34389
F -4.02844 0.19224 -0.48289
Mg -0.87776 1.11928 -1.81891
S 0.96991 2.89687 -2.92977
O -0.32381 2.08685 -3.54564
S 1.95143 1.90269 -1.14430
O 0.91780 0.62130 -1.11676
O -2.19379 1.64262 2.10681
*
```

* orbital gap (spin up / spin down): 0.194 / 0.195 Ha
* ΔE to the lowest compared entry with this formula, charge and spin: 0.0 kcal/mol

Atom charges from the Mulliken analysis, given in e for atoms 1 to 4: number 1, Eu, carries 1.365; number 2, N, carries -0.867; number 3, S, carries 0.996; number 4, O, carries -0.500

---

Molecular formula: C32H70F6N3O18S6
Method: DFT, ωB97M-V with the def2-TZVPD basis set

```
! RIJCOSX wB97M-V def2-TZVPD def2/J DEFGRID3
* xyz -1 1
C 1.44683 -1.49027 -2.03318
F 2.14328 -0.84605 -1.01133
F 1.84328 -0.87705 -3.17514
F 1.85720 -2.75281 -2.01568
S -0.44885 -1.35296 -1.75060
O -0.97799 -1.64214 -3.07883
O -0.78718 -2.39242 -0.77132
N -0.85103 0.27914 -1.41101
S -1.93529 0.16506 -0.35913
O -3.15899 -0.51045 -0.87900
O -1.35312 -0.29549 0.92043
C -2.48022 1.98106 0.00877
F -3.07079 2.53907 -1.04784
F -3.37584 1.97993 1.04419
F -1.41403 2.72068 0.41283
C 6.87647 -1.56912 1.06621
S 5.27135 -1.17043 0.24265
O 5.41071 0.24136 -0.38826
C 5.42668 -2.45476 -1.09306
H 7.02621 -0.98201 1.97229
H 7.69127 -1.32375 0.38504
H 7.03782 -2.58412 1.42932
H 5.37654 -3.46392 -0.68418
H 6.42145 -2.36658 -1.52980
H 4.65177 -2.28025 -1.83949
C 1.91962 -3.09146 -5.46023
S 0.38440 -4.11176 -5.39022
O -0.43124 -4.06450 -6.68658
C 1.12748 -5.81794 -5.28659
H 2.44845 -3.71213 -6.18356
H 2.54498 -3.19341 -4.57331
H 1.83268 -2.03813 -5.72674
H 1.76750 -6.03818 -6.14097
H 0.34800 -6.57859 -5.33049
H 1.63988 -5.91708 -4.32966
C 0.43698 2.14281 -4.05105
S -1.15589 2.77261 -4.73454
O -0.85010 3.02163 -6.18101
C -2.21414 1.32647 -4.52028
H 0.19945 1.74678 -3.06371
H 1.19975 2.91551 -3.95502
H 0.89636 1.32405 -4.60487
H -3.06123 1.26817 -5.20376
H -2.45469 1.13778 -3.47404
H -1.44825 0.59170 -4.76852
C 4.61684 1.67003 -4.54994
S 4.63838 3.25700 -3.60002
O 3.72237 4.26089 -4.34160
C 3.72742 2.55482 -2.16144
H 4.95584 1.94546 -5.54860
H 3.69256 1.11893 -4.72340
H 5.37327 1.11411 -3.99598
H 3.19568 1.66167 -2.48950
H 3.02967 3.36070 -1.93382
H 4.58953 2.45429 -1.50207
C -1.97495 7.85884 0.89274
O -2.89725 7.03473 0.86693
N -0.69662 7.49749 0.71464
C 0.35209 8.45688 0.85617
C -0.33340 6.13499 0.52087
H -2.02763 8.95044 1.02626
H 0.13444 9.35211 1.43866
H 0.71058 8.89059 -0.07736
H 1.16052 8.00795 1.43324
H -0.27025 5.93477 -0.54871
H 0.53030 5.81230 1.10223
H -1.10610 5.43864 0.84666
C 4.20521 2.84699 1.50614
O 4.74153 3.83969 2.00719
N 2.94788 2.77739 1.01855
C 1.89863 3.75756 1.25280
C 2.34423 1.47086 0.69490
H 4.72168 1.87504 1.47842
H 1.16626 3.27847 1.90258
H 1.34944 3.97495 0.33670
H 2.20277 4.70797 1.69134
H 1.92562 0.88518 1.51333
H 1.57417 1.59097 -0.06712
H 3.12017 0.82502 0.28391
O 1.91015 -7.47062 -2.21155
C 0.85125 -7.18323 -1.61337
O 0.23605 -7.95924 -0.67740
C 0.65537 -9.27312 -0.48126
C -0.53940 -10.16811 -0.17203
C 0.28073 -5.76056 -1.71458
H 1.44341 -9.21118 0.26924
H 1.21706 -9.65641 -1.33314
H -1.10089 -9.71247 0.64359
H -0.11876 -11.13574 0.10156
H -1.18709 -10.27241 -1.04250
H 0.29571 -5.64330 -2.79815
H 0.95961 -4.99117 -1.34680
H -0.70505 -5.54150 -1.30425
O 1.08625 2.76613 4.70251
C -0.03958 2.62612 4.22905
O -1.06458 3.46681 4.10358
C -0.77318 4.82674 4.01747
C -2.12954 5.60018 3.83387
C -0.60386 1.22273 4.00968
H -0.06519 5.07168 3.22573
H -0.34443 5.16499 4.96079
H -2.71760 5.21794 2.99950
H -1.90498 6.64282 3.60899
H -2.73323 5.37221 4.71233
H -0.92222 0.68572 4.90319
H 0.06271 0.57575 3.43942
H -1.49216 1.09780 3.39047
O -1.07374 -4.83706 1.84029
C -1.36390 -3.77646 2.34968
O -2.55815 -3.18147 2.58845
C -3.77521 -3.85817 2.45485
C -4.42500 -3.39147 1.12422
C -0.27199 -2.80516 2.61437
H -4.38350 -3.55024 3.30530
H -3.70670 -4.93941 2.57456
H -3.67400 -3.48380 0.33963
H -4.61519 -2.32200 1.21463
H -5.32342 -3.94994 0.86142
H -0.59496 -1.81481 2.93530
H 0.40139 -2.69263 1.76467
H 0.28598 -3.21106 3.45818
O -6.89580 2.12809 3.83295
C -5.64995 2.11469 3.87664
O -4.79447 1.06847 3.63607
C -5.27766 -0.27706 3.23836
C -6.06077 -0.92743 4.32086
C -4.82033 3.31312 4.23088
H -4.49703 -1.01768 3.06464
H -5.86811 -0.17509 2.32782
H -5.52278 -0.86420 5.26673
H -6.29324 -1.98619 4.20649
H -7.02656 -0.46883 4.53307
H -4.04334 3.45197 3.47916
H -4.34266 3.07452 5.18115
H -5.46386 4.18718 4.33089
*
```

* orbital gap: 0.285 Ha

Atom charges from the Mulliken analysis, given in e for atoms 1 to 4: number 1, C, carries 0.285; number 2, F, carries -0.144; number 3, F, carries -0.045; number 4, F, carries -0.039

---

The records above yield molecular weight values of 1132.8; 107.2; 97.1; 676.7; 419.5; 1091.3 g mol⁻¹, respectively.